Entry 1:
Molecular formula: C28H33IrN2O9P2S2
Method: DFT, ωB97M-V/def2-TZVPD

Structure (ORCA input):
```
! wB97M-V def2-TZVPD RIJCOSX def2/J DEFGRID3
* xyz 1 6
Ir 1.891 -0.582 -0.127
O -1.134 -5.000 -2.061
C 0.029 -4.353 -1.847
O 0.618 -3.690 -2.666
C 0.391 -4.454 -0.376
C -0.434 -5.211 0.453
C -0.359 -5.185 1.819
C 0.472 -4.232 2.382
C 1.414 -3.591 1.476
N 1.298 -3.627 0.158
C 2.496 -2.656 2.034
O 2.820 -3.008 3.265
O 3.063 -1.700 1.443
H -1.392 -5.029 -2.980
H -1.170 -5.806 -0.133
H -0.976 -5.855 2.420
H 0.432 -3.897 3.421
H 2.361 -2.303 3.821
S 0.570 2.961 -1.373
P -0.132 1.378 -2.291
S 0.479 -0.630 -2.009
C -1.870 1.364 -2.722
C -2.340 2.131 -3.828
C -3.589 1.857 -4.411
C -4.458 0.901 -3.901
C -4.030 0.189 -2.752
C -2.723 0.378 -2.247
C 0.758 1.416 -3.897
C 0.352 0.764 -5.082
C 1.172 0.873 -6.215
C 2.369 1.569 -6.232
C 2.702 2.233 -5.051
C 1.977 2.112 -3.913
H -1.714 2.967 -4.163
H -3.840 2.405 -5.302
H -5.424 0.773 -4.318
H -4.663 -0.540 -2.289
H -2.419 -0.230 -1.395
H -0.610 0.242 -5.229
H 0.808 0.293 -7.054
H 3.087 1.587 -7.042
H 3.623 2.774 -5.020
H 2.334 2.514 -2.968
O 5.004 -1.952 -2.560
C 4.208 -1.430 -1.878
N 3.277 -1.346 -1.181
C 1.285 2.315 4.830
C 1.756 2.453 3.379
C 3.232 2.747 3.305
C 0.927 3.355 2.455
O 1.702 1.111 2.740
P 0.643 -0.039 2.812
O 1.068 -1.194 3.698
O 0.594 -0.304 1.251
O -0.766 0.594 3.335
C -2.173 0.483 2.694
C -2.283 1.558 1.614
C -2.350 -0.913 2.162
C -3.003 0.739 3.978
H 1.165 3.317 5.254
H 1.980 1.788 5.469
H 0.330 1.788 4.962
H 3.444 3.747 3.719
H 3.649 2.720 2.320
H 3.770 2.036 3.996
H 0.923 4.396 2.799
H -0.096 2.911 2.379
H 1.316 3.261 1.412
H -1.510 1.406 0.852
H -2.188 2.537 2.132
H -3.270 1.492 1.158
H -2.065 -1.027 1.121
H -3.405 -1.277 2.309
H -1.775 -1.697 2.701
H -2.611 1.515 4.629
H -2.962 -0.153 4.605
H -4.057 0.964 3.751
*
```

Expectation value of S²   8.777
LUMO (spin up / spin down)   -3.07 / -6.75 eV
Relative energy (zero: lowest compared OMol25 entry of this formula, charge and spin)   0.290 eV
E   -94059.087 eV

Entry 2:
Molecular formula: H11O5S
Method: DFT, ωB97M-V/def2-TZVPD

Structure (ORCA input):
```
! wB97M-V def2-TZVPD RIJCOSX def2/J DEFGRID3
* xyz -1 1
S -0.570 -0.674 -2.079
H 0.423 0.217 -2.360
H 0.790 1.116 0.450
H -0.613 1.577 0.425
O 0.131 1.483 1.036
H 1.236 1.546 5.727
H 2.054 2.613 4.999
O 2.012 2.101 5.807
H 1.235 -2.394 -1.499
H 1.007 -3.785 -1.365
O 1.628 -3.223 -1.849
H 0.430 -1.753 0.710
H -0.997 -1.487 0.309
O -0.464 -1.792 1.061
H -3.465 1.304 -3.685
H -2.095 1.214 -3.884
O -2.743 1.937 -3.803
*
```

LUMO   3.13 eV
Relative energy (zero: lowest compared OMol25 entry of this formula, charge and spin)   1.503 eV
E   -21252.969 eV

> E of number 1 (C28H33IrN2O9P2S2)?

-94059.087 eV

> The highest E belongs to which entry?

H11O5S